(1)
This record from the OMol25 dataset describes C29H21N4RhS2 as an isolated structure. The level of theory is wB97M-V/def2-TZVPD.

XYZ file:
```
57
Properties=species:S:1:pos:R:3:forces:R:3:mulliken_spin:R:1
Rh -0.507 1.143 -0.357 -0.185 0.545 -0.110 2.65
S 5.577 -1.865 -2.884 -0.141 0.201 0.001 -0.01
C 6.408 -0.820 -3.921 -0.004 -0.139 0.066 0.19
C 5.756 0.380 -4.113 -0.105 0.190 -0.025 0.01
C 4.560 0.452 -3.405 0.083 0.187 -0.125 0.08
C 4.293 -0.698 -2.665 0.014 -0.427 0.174 0.16
C 3.178 -0.985 -1.824 0.397 -0.350 -0.055 0.07
C 2.122 -0.047 -1.665 -0.285 0.230 0.048 0.08
N 1.081 -0.252 -0.905 0.178 -0.216 -0.014 0.07
C 0.979 -1.424 -0.199 0.176 -0.161 -0.054 0.04
C 1.983 -2.429 -0.297 -0.064 0.148 -0.045 -0.02
C 1.846 -3.647 0.455 -0.021 -0.114 0.075 0.00
C 0.788 -3.842 1.260 0.122 -0.078 -0.032 -0.01
C -0.233 -2.837 1.390 -0.010 0.179 -0.094 0.00
C -1.317 -3.006 2.229 -0.119 0.218 -0.030 0.01
C -2.286 -1.998 2.343 0.073 -0.502 0.234 0.09
C -2.096 -0.828 1.560 0.092 0.203 -0.175 0.06
N -1.085 -0.650 0.753 0.019 -0.245 0.049 0.12
C -0.129 -1.628 0.646 -0.083 -0.211 0.143 -0.02
C -3.412 -2.135 3.209 -0.164 0.247 -0.031 0.10
C -3.743 -3.220 4.017 0.002 0.065 -0.022 0.06
C -4.917 -3.022 4.742 -0.041 -0.054 0.061 0.00
C -5.486 -1.793 4.495 0.024 0.067 -0.054 0.14
S -4.602 -0.871 3.383 0.105 -0.238 0.055 -0.01
C 3.069 -2.193 -1.114 -0.072 0.176 -0.044 0.03
H 7.349 -1.129 -4.352 -0.008 0.015 -0.006 0.00
H 6.140 1.169 -4.743 0.001 -0.017 0.009 0.00
H 3.914 1.318 -3.425 0.010 -0.021 -0.002 0.00
H 2.152 0.901 -2.187 -0.018 0.001 0.008 -0.01
H 2.622 -4.396 0.358 -0.024 -0.011 0.018 0.00
H 0.683 -4.754 1.832 0.015 0.004 -0.013 0.00
H -1.404 -3.918 2.803 0.000 -0.013 0.002 0.00
H -2.812 -0.017 1.618 0.011 0.033 -0.029 -0.01
H -3.159 -4.126 4.085 0.026 0.006 -0.027 0.00
H -5.337 -3.747 5.423 -0.013 0.028 -0.006 0.00
H -6.391 -1.393 4.927 0.014 -0.005 -0.008 0.00
H 3.841 -2.948 -1.196 0.012 -0.032 0.011 0.00
C 0.716 5.137 2.032 0.039 0.030 0.034 0.03
C 1.649 4.123 1.870 0.067 -0.072 -0.021 0.00
C 1.307 2.967 1.176 -0.054 0.221 0.072 -0.15
C 0.023 2.834 0.652 -0.057 -0.123 -0.088 0.36
C -0.915 3.852 0.814 0.185 0.131 0.123 -0.20
C -0.561 5.005 1.505 -0.122 -0.008 -0.061 0.02
H 0.986 6.035 2.572 -0.005 0.002 -0.005 0.00
H 2.646 4.228 2.279 -0.018 0.029 0.012 0.00
H 2.047 2.184 1.055 -0.006 -0.020 0.000 -0.01
H -1.916 3.762 0.407 -0.013 -0.009 0.002 -0.02
H -1.286 5.800 1.628 0.026 0.009 0.020 0.00
N -2.798 2.402 -3.784 0.015 0.030 -0.026 0.00
C -3.425 1.203 -3.572 -0.038 -0.177 0.145 0.00
C -2.800 0.647 -2.499 -0.089 0.057 -0.166 0.02
N -1.804 1.496 -2.067 0.013 -0.099 -0.023 0.05
C -1.830 2.546 -2.864 0.011 -0.026 0.110 0.01
H -3.033 3.066 -4.503 0.020 0.064 -0.018 0.00
H -4.243 0.854 -4.176 0.021 0.047 -0.021 0.00
H -3.000 -0.293 -2.015 0.010 -0.001 -0.009 0.00
H -1.186 3.406 -2.786 -0.022 0.009 -0.031 0.00
```
Forces are in eV/Å.

Properties
HOMO level (spin up / spin down) (eV): -12.350 / -12.961
Expectation value of S²: 6.10
Lowest unoccupied orbital energy (spin up / spin down) (hartree): -0.243 / -0.345
Multiplicity: 5
M (g mol⁻¹): 592.56
Relative energy (zero: lowest compared OMol25 entry of this formula, charge and spin) (kJ/mol): 0.0
Total charge: +2
Orbital gap (spin up / spin down) (eV): 5.7 / 3.6

(2)
This record from the OMol25 dataset describes one molecule with the formula C22H43N5O13. The level of theory is wB97M-V/def2-TZVPD.

XYZ file:
```
83
Properties=species:S:1:pos:R:3:forces:R:3:nbo_charge:R:1
N 4.693 -2.099 -3.014 0.069 -0.292 -0.131 -0.84
C 4.601 -0.742 -2.520 0.041 0.176 -0.233 -0.22
C 4.571 0.351 -3.613 -0.159 0.044 0.295 -0.45
C 3.837 1.614 -3.146 0.020 -0.223 -0.593 0.01
O 4.402 2.206 -1.996 0.155 0.071 0.290 -0.72
C 2.359 1.250 -2.942 0.401 0.433 0.324 0.68
O 1.720 0.651 -3.791 -0.205 -0.268 -0.384 -0.68
N 1.856 1.637 -1.764 0.140 0.245 0.248 -0.64
C 0.578 1.180 -1.274 -0.399 -0.335 -0.122 -0.09
C -0.254 2.328 -0.707 0.259 -0.041 0.117 -0.42
C 0.271 2.859 0.629 -0.690 -0.152 0.209 -0.05
N 1.605 3.443 0.490 0.115 0.208 0.060 -0.88
C 0.318 1.707 1.649 0.457 0.198 0.017 0.07
O -1.025 1.296 1.836 -0.026 0.068 -0.133 -0.57
C -1.305 0.620 3.034 -0.006 -0.632 0.052 0.36
O -1.226 1.444 4.152 -0.059 0.077 0.094 -0.54
C -2.144 2.534 4.154 -0.372 0.502 0.278 0.06
C -1.875 3.357 5.431 0.037 -0.181 -0.539 -0.23
N -1.938 2.616 6.667 -0.078 -0.259 0.185 -0.82
C -3.584 2.016 4.074 0.351 -0.637 -0.334 0.07
O -4.458 3.112 4.047 -0.223 0.259 -0.023 -0.72
C -3.736 1.161 2.811 0.531 0.033 0.197 0.05
O -5.052 0.660 2.776 -0.212 -0.167 0.051 -0.73
C -2.706 0.024 2.822 0.028 0.682 0.382 0.05
O -2.754 -0.700 1.617 -0.022 -0.222 -0.348 -0.76
C 1.212 0.559 1.149 -0.669 -0.436 -0.026 0.06
O 2.561 0.938 1.159 0.441 0.197 -0.003 -0.73
C 0.791 0.048 -0.246 0.462 0.062 0.021 0.08
O -0.375 -0.765 -0.139 -0.272 0.110 -0.005 -0.56
C -0.237 -2.010 -0.759 -0.117 -0.553 0.226 0.37
O 0.024 -1.804 -2.123 -0.174 0.244 -0.049 -0.55
C 0.273 -3.009 -2.827 -0.016 -0.400 -0.604 0.06
C 0.669 -2.675 -4.272 -0.289 -0.392 0.488 -0.07
O 1.913 -2.045 -4.369 0.310 0.344 0.109 -0.76
C -0.986 -3.884 -2.792 0.041 0.277 0.499 0.09
O -0.752 -5.089 -3.467 0.153 -0.238 -0.146 -0.72
C -1.384 -4.156 -1.336 -0.036 0.579 -0.106 -0.09
N -2.579 -4.979 -1.327 -0.110 -0.109 0.060 -0.84
C -1.524 -2.834 -0.556 0.407 0.010 -0.345 0.06
O -1.737 -3.163 0.790 0.062 -0.045 0.204 -0.74
H 3.855 -2.329 -3.545 0.075 0.008 -0.001 0.39
H 5.489 -2.196 -3.635 -0.038 -0.049 0.039 0.35
H 3.683 -0.686 -1.923 0.067 0.047 0.096 0.18
H 5.453 -0.579 -1.849 -0.171 0.090 0.068 0.18
H 5.588 0.606 -3.917 -0.024 0.039 -0.051 0.21
H 4.034 -0.034 -4.482 0.067 0.017 0.025 0.24
H 3.886 2.379 -3.930 -0.089 -0.126 0.094 0.21
H 4.654 1.503 -1.384 0.043 0.019 -0.002 0.48
H 2.453 2.166 -1.141 -0.010 -0.152 -0.275 0.43
H 0.061 0.737 -2.133 0.088 0.089 0.205 0.27
H -1.267 1.966 -0.541 -0.088 0.071 -0.045 0.23
H -0.289 3.138 -1.438 -0.103 0.005 -0.037 0.22
H -0.462 3.593 1.007 0.152 -0.144 -0.037 0.19
H 1.871 3.913 1.350 -0.009 0.057 -0.072 0.38
H 1.600 4.140 -0.248 0.072 -0.020 0.065 0.38
H 0.726 2.070 2.603 -0.024 -0.013 -0.110 0.20
H -0.574 -0.180 3.219 -0.085 0.128 -0.104 0.18
H -1.969 3.171 3.275 -0.008 -0.034 0.092 0.18
H -0.870 3.781 5.353 -0.098 0.102 -0.092 0.19
H -2.605 4.167 5.463 0.117 0.055 -0.055 0.21
H -2.880 2.280 6.834 0.091 -0.025 0.087 0.35
H -1.322 1.812 6.610 -0.113 0.015 0.096 0.36
H -3.797 1.373 4.944 0.090 0.043 -0.092 0.16
H -5.327 2.773 3.795 0.029 0.073 0.027 0.49
H -3.550 1.793 1.927 0.011 -0.041 0.164 0.17
H -5.075 -0.057 2.130 -0.073 0.075 -0.045 0.49
H -2.947 -0.672 3.633 0.088 0.134 -0.044 0.20
H -2.141 -0.274 0.989 -0.031 0.001 0.020 0.52
H 1.127 -0.292 1.838 -0.074 0.082 -0.098 0.19
H 2.603 1.863 0.853 0.013 -0.093 0.059 0.49
H 1.619 -0.575 -0.609 -0.089 0.109 0.049 0.21
H 0.607 -2.569 -0.301 -0.101 0.161 -0.077 0.14
H 1.104 -3.551 -2.349 -0.039 0.006 -0.049 0.18
H -0.120 -2.061 -4.720 -0.049 -0.050 -0.015 0.17
H 0.742 -3.623 -4.810 -0.127 0.103 0.010 0.20
H 1.798 -1.106 -4.133 0.049 -0.025 -0.091 0.51
H -1.803 -3.327 -3.284 0.058 0.034 0.076 0.15
H -1.403 -5.722 -3.133 0.000 0.029 0.030 0.49
H -0.590 -4.741 -0.856 0.042 0.090 -0.081 0.20
H -2.802 -5.233 -0.371 -0.061 -0.024 -0.087 0.38
H -3.367 -4.451 -1.694 0.001 -0.027 0.061 0.35
H -2.365 -2.251 -0.962 0.053 -0.017 -0.041 0.16
H -2.048 -2.371 1.260 -0.048 -0.081 -0.046 0.50
```
Forces are in eV/Å.

Properties
HOMO level (eV): -8.965
Lowest unoccupied orbital energy (hartree): 0.009
SMILES string: NCC[C@H](O)C(=O)N[C@@H]1C[C@H](N)[C@@H](O[C@H]2O[C@H](CN)[C@@H](O)[C@H](O)[C@H]2O)[C@H](O)[C@H]1O[C@@H]1O[C@H](CO)[C@@H](O)[C@H](N)[C@H]1O
M (g mol⁻¹): 585.61
Total charge: 0
Orbital gap (eV): 9.2

(3)
This record from the OMol25 dataset describes a 2-piece molecular cluster, C14H18Cl3N3O6P overall at a distorted geometry. The level of theory is wB97M-V/def2-TZVPD.

XYZ file:
```
45
Properties=species:S:1:pos:R:3:forces:R:3:nbo_charge:R:1
C -0.349 3.444 -0.006 0.027 0.382 -0.668 -0.42
N -0.161 3.259 -1.447 0.322 -0.232 0.303 -0.63
C 0.264 1.919 -1.789 -0.617 1.190 -0.313 -0.10
N -0.742 0.909 -1.473 0.534 -0.417 0.626 -0.17
O -1.861 1.121 -2.357 0.011 -0.497 -0.462 -0.35
C -2.829 1.665 -1.708 0.958 0.536 -0.673 0.57
N -3.620 2.389 -1.302 -1.057 0.120 0.665 -0.46
C -0.283 -0.484 -1.480 0.501 -0.393 0.659 -0.37
C 0.154 -0.845 -0.031 -0.186 0.778 -0.402 -0.48
C -0.735 -0.331 1.080 0.237 -0.028 0.301 0.09
C -2.121 -0.259 1.001 -0.427 0.022 -0.314 -0.20
C -2.900 0.183 2.053 0.043 0.030 0.406 -0.22
C -2.308 0.575 3.244 0.222 -0.059 -0.191 -0.22
C -0.927 0.545 3.328 -0.202 -0.049 0.135 -0.22
C -0.138 0.102 2.269 0.252 -0.098 0.337 -0.05
C 1.363 0.123 2.483 -0.646 0.739 -0.143 -0.61
C -1.382 -1.525 -1.962 -1.211 -1.252 -0.782 0.76
O -1.804 -2.321 -1.092 0.578 0.452 0.229 -0.76
O -1.701 -1.498 -3.159 0.488 0.577 0.288 -0.70
P 1.185 -0.814 -2.572 -0.905 -0.677 -1.442 2.33
O 1.074 -0.345 -3.947 0.260 0.705 -0.023 -1.08
O 1.323 -2.428 -2.596 0.486 0.541 0.759 -0.97
O 2.546 -0.305 -1.834 -0.339 -0.319 0.157 -1.00
H 0.618 3.291 0.473 -0.031 -0.284 0.170 0.18
H -1.120 2.791 0.405 0.050 0.001 0.286 0.20
H -0.588 4.493 0.161 -0.273 0.011 0.142 0.19
H -0.986 3.513 -1.973 -0.064 0.045 0.052 0.36
H 0.506 1.939 -2.852 0.163 -0.395 -0.061 0.22
H 1.139 1.713 -1.176 0.106 -0.371 -0.101 0.20
H 0.251 -1.927 0.014 -0.157 -0.087 0.061 0.25
H 1.139 -0.404 0.117 0.037 -0.110 0.083 0.20
H -2.629 -0.559 0.099 0.118 -0.188 -0.089 0.24
H -3.978 0.206 1.983 -0.082 -0.008 -0.257 0.21
H -2.904 0.896 4.085 -0.056 0.070 0.057 0.20
H -0.452 0.854 4.250 0.111 0.050 0.034 0.19
H 1.775 -0.861 2.716 -0.274 0.833 0.324 0.19
H 1.570 0.833 3.281 0.182 -0.196 0.267 0.21
H 1.831 0.544 1.596 0.373 -0.241 -0.013 0.21
H 1.615 -2.766 -1.737 -0.292 -0.350 -0.113 0.48
H 2.995 -1.059 -1.435 0.259 0.128 0.103 0.49
C 3.084 -3.798 0.727 -0.109 -0.018 0.175 -0.29
Cl 1.695 -4.547 -0.056 0.006 -0.013 0.046 0.05
Cl 4.257 -3.246 -0.478 0.023 0.014 -0.010 0.00
Cl 2.567 -2.446 1.746 0.533 -0.951 -0.580 0.03
H 3.564 -4.541 1.350 0.050 0.008 -0.027 0.23
```
Forces are in eV/Å.

Properties
HOMO level (eV): -5.015
Lowest unoccupied orbital energy (hartree): 0.071
M (g mol⁻¹): 461.65
Relative energy (zero: lowest compared OMol25 entry of this formula, charge and spin) (kJ/mol): 0.0
Total charge: -1
Orbital gap (eV): 6.9